Below is a cluster of 3 separate species, C7H15NO in total, with properties calculated with the ωB97M-V functional and the def2-TZVPD basis.

Last columns: bonded neighbours and bond lengths (Å).
Positions of all 24 atoms, in Å:
1 C 2.15 0.01 0.15  C2 1.498, C3 1.359, O5 1.374
2 C 2.52 -1.24 -0.59  C1 1.498, H8 1.087, H9 1.097, H13 1.086
3 C 1.62 1.09 -0.48  C1 1.359, H10 1.075, H12 1.081
4 C -0.06 -0.53 2.17  N6 1.257, H14 1.093, H15 1.081
5 O 2.80 0.10 1.35  C1 1.374, H7 0.964
6 N 0.08 -0.75 0.94  C4 1.257, H11 1.044
7 H 2.70 1.00 1.70  O5 0.964
8 H 2.00 -1.30 -1.54  C2 1.087
9 H 3.61 -1.27 -0.75  C2 1.097
10 H 1.42 1.08 -1.53  C3 1.075
11 H -0.34 -0.06 0.28  N6 1.044
12 H 1.49 2.02 0.05  C3 1.081
13 H 2.24 -2.10 0.02  C2 1.086
14 H -0.73 0.22 2.59  C4 1.093
15 H 0.59 -1.03 2.86  C4 1.081
16 C -2.33 -0.58 -1.50  C17 1.494, H20 1.091, H21 1.091, H22 1.088
17 C -2.78 0.28 -0.36  C16 1.494, C18 1.323, H19 1.084
18 C -2.37 1.53 -0.16  C17 1.323, H23 1.080, H24 1.079
19 H -3.59 -0.12 0.23  C17 1.084
20 H -1.95 -1.53 -1.12  C16 1.091
21 H -3.18 -0.81 -2.15  C16 1.091
22 H -1.56 -0.10 -2.08  C16 1.088
23 H -1.58 1.96 -0.74  C18 1.080
24 H -2.76 2.13 0.65  C18 1.079

The energy relative to the best compared isomer or geometry (same formula, charge and spin) comes out at 3.616 eV. Its HOMO energy is -8.33 eV. As for the SMILES: C=C(C)O.C=CC.C=N. For the energy, the calculation gives -11037.059 eV. The orbital gap is 9.230 eV.

***

Below is a cluster of 2 separate species, C3H10NO2 in total, with properties calculated with the ωB97M-V functional and the def2-TZVPD basis.

Last columns: bonded neighbours and bond lengths (Å).
Positions of all 16 atoms, in Å:
1 C -0.16 -0.79 -0.29  N2 1.448, C5 1.526, H6 1.095, H7 1.094
2 N 0.10 0.46 -0.97  C1 1.448, C3 1.479, H8 1.014
3 C 0.74 1.51 -0.15  N2 1.479, O4 1.340, H9 1.120, H10 1.109
4 O 1.39 1.06 0.94  C3 1.340
5 C -0.78 -1.83 -1.22  C1 1.526, H11 1.088, H12 1.094, H13 1.084
6 H -0.89 -0.63 0.51  C1 1.095
7 H 0.76 -1.18 0.15  C1 1.094
8 H 0.50 0.28 -1.88  N2 1.014
9 H 1.40 2.05 -0.88  C3 1.120
10 H -0.04 2.26 0.10  C3 1.109
11 H -1.68 -1.41 -1.67  C5 1.088
12 H -0.11 -2.18 -2.01  C5 1.094
13 H -1.04 -2.67 -0.59  C5 1.084
14 H -0.33 1.51 3.25  O16 0.958
15 H 0.45 0.85 1.97  O16 1.079
16 O -0.30 0.70 2.74  H14 0.958, H15 1.079

The total charge is -1. The energy relative to the best compared isomer or geometry (same formula, charge and spin) comes out at 0.410 eV. Its HOMO energy is -3.23 eV. For the energy, the calculation gives -8858.384 eV. The orbital gap is 7.391 eV.